# 1
Computed, not measured: a 10-piece molecular cluster, C42H111N7O14 overall in a non-equilibrium geometry, with ωB97M-V/def2-TZVPD.

SMILES string: COC[C@H](C)N.COC[C@H](C)N.COC[C@H](C)N.COCCNCCOC.COCCNCCOC.COCCNCCOC.COCCNCCOC.CCO.CCO.CCO
gap between HOMO and LUMO: 8.73 eV

Last column: Mulliken charge in e.
Geometry (Å):
C1 5.44431 3.69136 -0.96051  -0.7040
O1 4.72760 2.46156 -1.40975  -0.3404
C2 5.58521 1.31438 -1.59898  -0.8114
C3 6.78097 1.57461 -2.56057  0.7939
C4 6.44563 1.90491 -3.94319  -1.3997
N1 7.67415 0.52413 -2.42121  -0.7975
H1 6.06821 4.09188 -1.75953  0.2433
H2 5.90948 3.52428 0.01098  0.3054
H3 4.73924 4.46986 -0.66911  0.2660
H4 5.97193 0.87730 -0.67837  0.3433
H5 4.81494 0.59050 -1.86502  0.3551
H6 7.30696 2.47858 -2.25350  0.2629
H7 5.43718 1.52164 -4.09886  0.3021
H8 6.97486 1.41123 -4.75824  0.4281
H9 6.49846 2.95392 -4.23453  0.2437
H10 7.12054 -0.31865 -2.47899  0.2540
H11 8.10965 0.57973 -1.51163  0.2558
C5 -3.44229 -6.50092 -0.68869  -0.7975
O2 -4.70275 -7.00139 -0.42373  -0.3430
C6 -5.44963 -6.23837 0.51269  -0.6709
C7 -6.83064 -6.98213 0.71610  0.4877
C8 -7.73216 -6.32977 1.75157  -1.4183
N2 -6.58990 -8.34298 1.07448  -0.7199
H12 -3.42114 -5.52252 -1.16868  0.2907
H13 -3.00470 -7.14099 -1.45480  0.2743
H14 -2.78565 -6.60674 0.17487  0.3271
H15 -4.82251 -6.01719 1.37635  0.3868
H16 -5.65507 -5.27979 0.03623  0.3471
H17 -7.44451 -7.01407 -0.18404  0.2004
H18 -8.71801 -6.79454 1.73820  0.3654
H19 -8.08432 -5.32324 1.52580  0.3402
H20 -7.30864 -6.37182 2.75505  0.3330
H21 -6.26610 -8.39196 2.02991  0.2601
H22 -5.77813 -8.56540 0.51621  0.3377
C9 -0.33494 9.05911 -5.01850  -0.7771
O3 1.02808 8.74349 -5.01590  -0.3509
C10 1.58523 8.01424 -6.07688  -0.8241
C11 1.93573 8.95338 -7.22349  0.5817
C12 2.03392 8.06163 -8.46573  -1.4847
N3 3.19408 9.56668 -7.17480  -0.7180
H23 -0.85942 8.32328 -4.40893  0.2855
H24 -0.92097 9.30701 -5.90349  0.3331
H25 -0.42190 10.02417 -4.51930  0.2924
H26 2.45825 7.43584 -5.77459  0.3129
H27 0.92153 7.15865 -6.20158  0.3760
H28 1.11049 9.63923 -7.41500  0.2857
H29 2.83381 7.32134 -8.45006  0.3536
H30 2.20801 8.50869 -9.44447  0.3735
H31 1.08290 7.54279 -8.58596  0.3828
H32 3.83617 8.79244 -7.26621  0.3050
H33 3.37631 9.79106 -6.20705  0.2727
C13 -3.63880 4.53685 0.55599  -0.6189
O4 -2.39646 4.49453 -0.03575  -0.3285
C14 -1.28071 4.11094 0.71262  -0.4774
C15 -1.21615 2.60351 1.31242  -0.2194
N4 -0.68018 1.68912 0.35709  -0.4674
C16 -0.54326 0.29591 0.86501  -0.8371
C17 -1.80536 -0.58014 1.02829  -0.4579
O5 -2.52808 -0.09321 2.10675  -0.3300
C18 -3.89450 -0.43883 2.33984  -0.5926
H34 -3.67638 5.23968 1.38828  0.3144
H35 -4.00539 3.54372 0.81563  0.1763
H36 -4.37784 4.93907 -0.13691  0.2554
H37 -1.17488 4.88855 1.46907  0.3924
H38 -0.51187 3.98196 -0.04918  0.2001
H39 -2.20587 2.28844 1.64303  0.1256
H40 -0.47915 2.53709 2.11273  0.3624
H41 0.26494 1.84567 0.03720  0.2641
H42 -0.21542 0.43112 1.89571  0.3585
H43 0.29681 -0.19826 0.37697  0.5015
H44 -1.48936 -1.62041 1.10624  0.3681
H45 -2.43100 -0.43138 0.14821  0.2674
H46 -4.28541 0.41707 2.89005  0.2312
H47 -4.27384 -1.27219 2.93122  0.2824
H48 -4.27045 -0.45152 1.31681  0.2306
C19 5.80409 -5.44553 -3.03232  -0.6651
O6 6.02608 -4.48648 -4.04153  -0.3642
C20 6.13219 -5.16182 -5.34187  -0.5353
C21 7.53895 -5.83765 -5.52061  -0.7887
N5 7.85040 -7.08016 -4.89501  -0.2985
C22 7.10551 -8.16508 -5.61684  -0.5844
C23 7.65032 -9.56405 -5.25493  -0.5869
O7 9.08871 -9.63696 -5.26509  -0.3382
C24 9.54902 -10.93802 -4.84083  -0.7363
H49 5.12995 -6.25847 -3.30209  0.2710
H50 5.44129 -4.75764 -2.26860  0.2399
H51 6.77111 -5.82554 -2.70283  0.2736
H52 5.97474 -4.40291 -6.10826  0.3628
H53 5.31572 -5.85692 -5.53762  0.3343
H54 8.29682 -5.16359 -5.12138  0.4144
H55 7.83881 -5.90444 -6.56642  0.5531
H56 8.80730 -7.39171 -4.98086  0.2513
H57 7.20865 -7.95455 -6.68133  0.3576
H58 6.06726 -8.07625 -5.29708  0.2225
H59 7.30614 -10.16277 -6.09824  0.3621
H60 7.22327 -9.97217 -4.33887  0.3981
H61 9.25455 -11.21466 -3.82847  0.3100
H62 10.63866 -10.92564 -4.86573  0.2491
H63 9.13015 -11.72080 -5.47321  0.2970
C25 -9.43679 -0.26329 3.37020  -0.7547
O8 -9.08704 -0.50195 2.00069  -0.2436
C26 -9.62754 0.50809 1.11640  -0.7206
C27 -8.97122 0.48605 -0.33998  -0.2028
N6 -9.36842 -0.68572 -1.05620  -0.2655
C28 -9.20177 -0.73205 -2.46871  -1.0118
C29 -7.80639 -0.38348 -2.96093  -0.3373
O9 -7.48478 1.00257 -2.99241  -0.3560
C30 -6.21173 1.31927 -2.45680  -0.6128
H64 -8.71272 -0.94312 3.81926  0.2332
H65 -10.44015 -0.66421 3.51388  0.2821
H66 -9.17465 0.75163 3.66904  0.3183
H67 -9.37142 1.51232 1.45406  0.3822
H68 -10.68678 0.25638 1.06385  0.3257
H69 -7.88402 0.56361 -0.33116  0.0035
H70 -9.34636 1.37121 -0.85366  0.4049
H71 -8.93158 -1.50782 -0.66451  0.2186
H72 -9.88003 0.05959 -2.78709  0.3717
H73 -9.57693 -1.66882 -2.88080  0.3981
H74 -7.68836 -0.79922 -3.96159  0.4241
H75 -7.16160 -1.00970 -2.34434  0.3395
H76 -5.82695 2.25627 -2.85937  0.2755
H77 -5.56031 0.49508 -2.74741  0.3340
H78 -6.21042 1.42323 -1.37177  0.1913
C31 2.89480 0.81601 7.12750  -0.7855
O10 3.73365 1.21673 6.05034  -0.2968
C32 5.04538 0.71048 6.24744  -0.2342
C33 5.81682 1.32432 5.11637  -0.8742
N7 7.24137 0.97494 5.08141  -0.3489
C34 8.07751 1.78623 6.02234  -0.4416
C35 9.54076 1.20632 6.14588  -0.6515
O11 9.68155 -0.08596 6.73981  -0.3515
C36 9.32212 -0.04589 8.08225  -0.6518
H79 2.72783 -0.25988 7.07565  0.2891
H80 1.94460 1.34971 7.10789  0.2773
H81 3.23301 1.15096 8.10807  0.3143
H82 5.00869 -0.37881 6.23351  0.3428
H83 5.49796 0.93914 7.21232  0.2878
H84 5.59813 2.39091 5.06484  0.3357
H85 5.40436 0.91703 4.19328  0.3067
H86 7.28912 -0.01111 5.29481  0.2736
H87 7.65626 2.03215 6.99711  0.3228
H88 8.10861 2.81434 5.66164  0.3736
H89 10.20822 1.93421 6.60718  0.4025
H90 9.90239 0.95430 5.14898  0.3122
H91 9.97772 0.54622 8.72075  0.3138
H92 9.63228 -1.03971 8.40510  0.2775
H93 8.24850 0.05595 8.24063  0.2055
C37 0.47137 -5.34531 5.44800  -1.0025
C38 0.25012 -6.41901 6.50359  -0.1506
O12 1.37050 -7.28004 6.40359  -0.5232
H94 1.21074 -4.58590 5.70244  0.2602
H95 -0.45254 -4.82377 5.19803  0.3274
H96 0.76741 -5.77631 4.49160  0.2883
H97 -0.68439 -6.96970 6.39622  0.2570
H98 0.23197 -6.03856 7.52488  0.2543
H99 1.38196 -7.90712 7.13039  0.2890
C39 -4.91040 4.67072 7.12880  -0.9862
C40 -4.69774 4.94004 8.61711  -0.1412
O13 -3.29255 5.02443 8.83608  -0.5198
H100 -4.02613 5.08557 6.64499  0.2774
H101 -5.81825 5.10592 6.71104  0.3012
H102 -4.82836 3.64470 6.77011  0.2782
H103 -5.19836 4.15962 9.19019  0.2581
H104 -5.19107 5.84876 8.96201  0.2347
H105 -3.09634 4.61182 9.68039  0.2977
C41 -8.15183 7.32143 -4.23524  -1.0754
C42 -9.20967 6.40798 -4.83181  -0.0905
O14 -10.38337 7.09485 -4.79959  -0.5080
H106 -8.41699 7.45723 -3.18674  0.2701
H107 -8.00478 8.32201 -4.64183  0.3013
H108 -7.14863 6.89713 -4.19452  0.3442
H109 -9.17539 5.44074 -4.33044  0.2071
H110 -8.97819 6.09657 -5.85040  0.2575
H111 -11.13509 6.54698 -5.03698  0.2949

# 2
Computed, not measured: an isolated ion of composition FN2 and charge +1 in a non-equilibrium geometry, with ωB97M-V/def2-TZVPD.

total charge: +1
SMILES string: N#[N+]F
gap between HOMO and LUMO: 12.74 eV

Last column: natural (NBO) charge in e.
Geometry (Å):
N1 1.26285 -0.05258 0.00000  0.4294
N2 -0.02905 0.09218 0.00000  0.4631
F1 -1.23380 -0.03960 0.00000  0.1075

# 3
Computed, not measured: C14H16Cl2MoN4O2SSi as an isolated structure, with ωB97M-V/def2-TZVPD.

⟨S²⟩: 2.02
gap between HOMO and LUMO (spin up / spin down): 6.76 / 6.68 eV
spin multiplicity: 3

Last column: Löwdin spin population.
Geometry (Å):
Mo1 -0.65662 0.94136 1.23391  0.7501
O1 -1.55715 0.33902 2.93558  0.4590
O2 -2.01905 -0.56719 2.10637  0.6079
N1 -1.37098 1.28683 -0.64533  0.0071
C1 -2.02150 1.19731 -1.61079  0.0094
C2 -2.79058 1.10155 -2.73052  0.0051
C3 -2.40504 0.18470 -3.74435  0.0009
N2 -2.07125 -0.58167 -4.53656  0.0020
C4 -3.97667 1.87896 -2.79051  0.0009
N3 -4.92684 2.53020 -2.78585  0.0019
C5 1.68245 -2.44143 -0.94147  0.0019
Si1 0.36229 -2.03057 0.29998  0.0071
C6 0.44345 -3.10222 1.82069  0.0028
C7 -1.28988 -2.14812 -0.55266  -0.0007
N4 0.68034 -0.30219 0.80951  -0.0055
C8 2.06909 0.07194 0.73331  0.0047
C9 2.52672 0.83755 -0.33098  -0.0024
C10 3.87292 1.15399 -0.42002  0.0007
C11 4.76341 0.70718 0.54654  -0.0028
C12 4.29998 -0.05688 1.60806  0.0005
C13 2.95428 -0.37917 1.70379  -0.0027
H1 1.49967 -3.44758 -1.32799  0.0003
H2 2.69029 -2.41292 -0.52782  0.0000
H3 1.63776 -1.75001 -1.78563  0.0000
H4 0.00575 -4.07786 1.59712  0.0004
H5 -0.12205 -2.66798 2.64746  0.0005
H6 1.46951 -3.26503 2.15360  0.0001
H7 -1.45228 -3.20502 -0.78488  -0.0001
H8 -1.26606 -1.61670 -1.50704  0.0001
H9 -2.15612 -1.81043 0.01349  -0.0006
H10 1.82639 1.17979 -1.08329  0.0000
H11 4.22544 1.75224 -1.24983  0.0001
H12 5.81355 0.95582 0.47373  -0.0002
H13 4.98619 -0.40335 2.36963  0.0001
H14 2.58860 -0.96678 2.53674  -0.0001
Cl1 -3.88155 2.32555 1.35987  0.0113
C14 -4.23994 3.73363 0.32640  0.0005
Cl2 -2.77604 4.47867 -0.31362  0.0029
H15 -4.75697 4.45871 0.94193  0.0001
H16 -4.84562 3.39344 -0.50537  0.0000
S1 0.18413 2.72464 1.95679  0.1365

# 4
Computed, not measured: an isolated ion of composition C4H7N2S and charge +1 in a non-equilibrium geometry, with ωB97M-V/def2-TZVPD.

total charge: +1
SMILES string: S=CC1=[NH+]CCN1
gap between HOMO and LUMO: 7.99 eV

Last column: natural (NBO) charge in e.
Geometry (Å):
S1 -3.60848 -0.12937 -0.03959  0.3355
C1 -2.26644 0.72891 -0.09883  -0.3798
C2 -0.82005 0.20755 0.10087  0.4936
N1 -0.35285 -1.01781 0.06221  -0.5137
C3 1.06494 -1.11355 -0.00627  -0.2441
C4 1.49396 0.41152 -0.02362  -0.2341
N2 0.21900 1.05469 0.08940  -0.5352
H1 -2.14425 1.75625 -0.23442  0.2120
H2 -0.92480 -1.87129 0.30623  0.4613
H3 1.28573 -1.59132 -1.05574  0.2288
H4 1.60545 -1.79124 0.71515  0.2528
H5 2.04387 0.58578 0.83436  0.2204
H6 2.17868 0.66937 -0.94600  0.2455
H7 0.22523 2.10051 0.29627  0.4569

The records above give, respectively, molecular weight values of 938.4 47.0 499.3 115.2 Da.
The records above give, respectively, relative energy (zero: lowest compared OMol25 entry of this formula, charge and spin) values of 701.7 185.1 0.0 141.9 kJ/mol.